[1]
Formula: C7H12N4O4
Source: OMol25
Level of theory: wB97M-V/def2-TZVPD

Each line ends with the Löwdin charge.
Positions of all 27 atoms, in Å:
C  2.0125  2.3265  -0.1627  0.103
C  0.5125  -2.0471  -1.6179  -0.506
C  -0.4495  2.7973  0.2421  -0.167
C  -0.5705  0.4407  0.7943  -0.175
C  -1.6660  1.2758  -1.1974  -0.013
C  -0.7575  -0.9650  0.3176  -0.063
C  0.5722  -1.6339  -0.1355  -0.269
N  1.0090  2.9342  -0.2530  0.076
N  -0.9699  1.5349  0.0531  -0.078
N  0.0335  0.5576  2.0078  -0.373
N  0.9897  -2.7874  0.6447  0.042
O  1.1459  -3.1801  -1.8607  0.119
O  0.4596  -0.4932  2.5315  -0.023
O  -0.0325  -1.3827  -2.4585  0.097
O  0.1589  1.6648  2.5724  -0.027
H  2.6725  1.5461  0.1248  0.069
H  -0.3372  3.0419  1.3036  0.117
H  -0.9828  3.5629  -0.3179  0.123
H  -1.1079  0.5975  -1.8466  0.081
H  -2.6479  0.8466  -0.9883  0.107
H  -1.8060  2.2146  -1.7242  0.094
H  -1.4759  -1.0207  -0.4950  0.103
H  -1.1330  -1.5457  1.1638  0.126
H  1.3835  -0.8975  -0.0836  0.148
H  1.4693  -3.5164  -0.9892  0.099
H  0.1961  -3.3992  0.8225  0.104
H  1.3216  -2.4727  1.5523  0.087

Force components x, y, z for each atom (eV/Å):
C -0.5 0.1 0.0
C 0.0 0.2 0.7
C -0.5 1.0 0.6
C 0.0 -0.1 -0.7
C -0.2 -0.1 -0.4
C 0.2 0.1 0.0
C -0.2 -0.1 -0.1
N 0.9 0.4 -0.4
N 0.0 -0.6 0.5
N 0.0 0.3 0.0
N 0.1 -0.2 0.3
O 0.2 -0.4 -0.4
O 0.2 -0.4 0.3
O 0.0 0.0 -0.2
O 0.0 0.3 0.2
H 0.2 -0.6 0.1
H -0.1 0.0 -0.5
H -0.1 -0.3 0.1
H 0.0 0.0 0.1
H 0.1 0.0 -0.1
H 0.0 0.1 0.1
H 0.0 0.1 0.0
H 0.0 0.0 -0.1
H -0.1 -0.1 0.0
H -0.1 0.3 -0.1
H 0.1 0.1 0.0
H -0.1 0.0 -0.1

Values from the calculation:
Strongest force on any atom = 1.27 eV/Å
Relative energy (zero: lowest compared OMol25 entry of this formula, charge and spin) = 119.9 kcal per mole
Spin multiplicity = 1
Highest occupied orbital energy (alpha / beta) = -6.96 / -7.68 eV
Orbital gap (alpha / beta) = 0.2089 / 0.2792 Eh
Energy = -21597.9246 eV



[2]
Formula: C7H12NO2
Source: OMol25
Level of theory: wB97M-V/def2-TZVPD

Each line ends with the Löwdin charge.
Positions of all 22 atoms, in Å:
C  0.3669  0.6578  1.4771  -0.129
C  0.2029  0.6057  0.1822  -0.012
C  -0.8734  0.1178  -0.4524  -0.274
C  -0.8178  0.5383  2.3017  -0.165
C  -1.5037  -1.0865  0.3382  -0.074
C  -1.3999  -0.8644  1.8554  -0.135
C  2.2824  0.7477  -2.0103  -0.156
N  2.0297  -0.1084  -2.9266  0.260
O  -1.3014  0.5164  -1.6970  0.041
O  2.4969  2.0578  -2.2972  0.101
H  1.2885  0.4985  1.9315  0.090
H  -0.4390  0.3651  3.3356  0.124
H  -1.5428  1.3534  2.3878  0.127
H  -2.4842  -1.0542  0.0152  0.094
H  -0.9762  -1.9816  0.1383  0.107
H  -0.7644  -1.5869  2.3019  0.101
H  -2.3428  -0.8534  2.3667  0.111
H  2.3592  0.4822  -0.9210  0.153
H  1.9577  0.3206  -3.8741  0.188
H  -1.8983  1.2488  -1.6562  0.106
H  1.7777  -1.0570  -2.7059  0.158
H  3.2029  2.5930  -1.8328  0.183

Force components x, y, z for each atom (eV/Å):
C 0.3 0.6 -0.6
C -1.0 0.4 -1.5
C 1.3 -0.6 0.7
C -0.2 -0.9 2.2
C 1.5 2.2 0.1
C -0.3 2.1 0.0
C 1.7 2.6 2.7
N -0.2 2.0 -1.2
O 0.4 -1.4 0.4
O 0.0 -1.8 -0.7
H 1.7 -0.1 0.8
H -0.6 0.3 -0.4
H 0.1 -0.2 -0.6
H -2.2 -0.7 -0.7
H 0.0 -1.0 -0.7
H 0.4 -0.8 0.3
H -0.7 -0.7 -0.1
H -0.2 -0.1 -1.3
H -0.1 -1.1 0.6
H -0.6 0.9 0.1
H -0.1 -0.2 -0.1
H -1.2 -1.3 0.0

Values from the calculation:
Strongest force on any atom = 4.10 eV/Å
Relative energy (zero: lowest compared OMol25 entry of this formula, charge and spin) = 98.6 kcal per mole
Spin multiplicity = 1
Net charge = +1
Highest occupied orbital energy = -12.12 eV
Orbital gap = 0.2942 Eh
Energy = -13028.1394 eV



[3]
Formula: C7H12NO2
Source: OMol25
Level of theory: wB97M-V/def2-TZVPD

Each line ends with the Löwdin charge.
Positions of all 22 atoms, in Å:
C  0.2336  0.3483  1.0476  -0.073
C  -0.4283  -0.6780  0.5328  -0.054
C  -1.0667  2.4910  0.4440  0.184
C  -0.3229  1.6264  0.8527  -0.054
C  -1.7803  -0.5629  -0.1279  -0.021
C  -2.0207  0.6461  -0.9779  -0.424
C  -0.1196  0.3925  -2.3932  0.054
N  3.6242  -1.9223  2.2332  0.018
O  -3.2128  1.0388  -0.8417  0.236
O  -1.3659  0.9782  -2.0241  0.068
H  1.1822  0.2874  1.5859  0.127
H  -0.0528  -1.5873  0.6195  0.079
H  -1.5931  3.3512  0.3485  0.048
H  -1.8015  -1.3660  -0.7933  0.130
H  -2.6120  -0.5223  0.6676  0.193
H  0.2934  0.9265  -3.2238  0.120
H  -0.2114  -0.6164  -2.7349  0.114
H  0.3782  0.3343  -1.4764  0.070
H  4.5375  -1.6770  2.2175  -0.049
H  3.5218  -2.9287  2.3608  0.019
H  3.1924  -1.4162  3.0291  0.027
H  -3.4663  1.4326  -1.6939  0.189

Force components x, y, z for each atom (eV/Å):
C 0.8 0.3 0.5
C -1.6 3.4 0.0
C 1.9 -1.6 1.2
C -1.1 0.6 -0.7
C 0.7 2.0 2.6
C 1.5 -2.4 0.1
C -0.1 -0.7 -0.1
N -4.1 -0.4 0.7
O -1.5 1.2 -1.1
O -1.8 0.7 -0.5
H -0.3 -0.4 -0.3
H 1.6 -4.1 0.4
H -1.3 2.1 -0.5
H -0.9 -1.6 -1.1
H 1.2 -0.6 -1.4
H 0.3 0.8 0.1
H -0.7 -0.8 -0.2
H 1.8 0.3 0.8
H 3.5 0.7 -0.1
H 0.1 0.5 0.1
H 0.4 -0.8 -0.7
H -0.6 0.7 0.1

Values from the calculation:
Strongest force on any atom = 4.43 eV/Å
Relative energy (zero: lowest compared OMol25 entry of this formula, charge and spin) = 104.8 kcal per mole
Spin multiplicity = 1
Net charge = +1
Highest occupied orbital energy = -12.51 eV
Orbital gap = 0.3153 Eh
Energy = -13027.8677 eV



[4]
Formula: C7H12NO5P
Source: OMol25
Level of theory: wB97M-V/def2-TZVPD

Each line ends with the Löwdin charge.
Positions of all 26 atoms, in Å:
C  -0.8933  -0.6641  2.1374  -0.587
C  0.0814  2.1581  0.4513  -0.228
C  1.4800  1.7033  0.0576  -0.213
C  -0.9457  1.2654  -0.2364  -0.238
C  1.6189  0.2234  0.3922  -0.248
C  -0.7166  -0.2161  -0.0087  -0.303
C  0.9647  -1.9743  -0.2207  -0.136
N  0.6797  -0.5624  -0.3779  -0.216
O  -1.2830  0.3313  2.7066  -0.032
O  -1.9207  -2.5761  -1.0469  -0.414
O  -3.2467  -0.3823  -1.1342  -0.395
O  -0.5190  -1.7769  2.4112  -0.017
O  -1.1895  -0.7063  -2.6425  -0.249
P  -1.9230  -1.0732  -1.1246  0.304
H  -0.0382  2.0715  1.5318  0.088
H  -0.0696  3.2110  0.1683  0.092
H  1.6235  1.8362  -1.0199  0.101
H  2.2539  2.2829  0.5819  0.090
H  -1.9497  1.4944  0.1211  0.100
H  -0.9249  1.4771  -1.3162  0.100
H  2.6403  -0.1213  0.1542  0.105
H  1.4675  0.0917  1.4839  0.117
H  1.1210  -2.2632  0.8279  0.065
H  0.1209  -2.5443  -0.6037  0.046
H  1.8806  -2.2204  -0.7880  0.068
H  -0.3123  -1.0653  -2.5056  -0.001

Force components x, y, z for each atom (eV/Å):
C -0.1 0.8 -2.1
C 0.1 0.1 -0.1
C 0.0 0.0 0.2
C -0.1 0.3 0.3
C 0.4 0.2 -0.3
C 0.0 -0.8 1.2
C 0.5 -0.4 -0.1
N -0.3 0.2 0.3
O -0.2 0.5 0.3
O 0.4 0.2 0.2
O 0.1 0.4 0.1
O 0.2 -0.6 0.1
O -0.7 0.0 0.8
P -0.4 -0.5 -0.9
H 0.0 0.0 0.1
H 0.0 -0.1 0.0
H 0.0 0.0 0.0
H 0.0 0.0 0.0
H 0.0 0.0 0.0
H 0.0 0.0 0.0
H -0.2 0.0 0.0
H 0.0 -0.1 -0.1
H -0.1 0.0 -0.1
H 0.1 -0.2 0.0
H -0.1 0.0 0.0
H 0.5 0.0 -0.2

Values from the calculation:
Strongest force on any atom = 2.28 eV/Å
Relative energy (zero: lowest compared OMol25 entry of this formula, charge and spin) = 0.0 kcal per mole
Spin multiplicity = 1
Net charge = -2
Highest occupied orbital energy = 0.42 eV
Orbital gap = 0.2065 Eh
Energy = -28472.0931 eV



[5]
Formula: C7H12NPS
Source: OMol25
Level of theory: wB97M-V/def2-TZVPD

Each line ends with the Löwdin charge.
Positions of all 22 atoms, in Å:
C  0.3882  2.5648  -1.5627  -0.402
S  1.3114  1.5799  -0.2926  0.826
C  0.4012  0.1322  0.5961  -0.553
C  0.4243  -0.9223  -0.4381  -0.391
C  1.6898  -1.6770  -0.5039  -0.064
C  -0.6195  -1.1632  -1.2434  -0.206
N  -1.6527  -0.2694  -1.3587  -0.278
P  -1.9844  0.8184  -0.3400  0.964
C  -0.9428  0.4672  1.1989  -0.608
C  -1.3486  -0.5972  2.0824  -0.159
H  -0.2173  1.9637  -2.2455  0.017
H  1.2477  3.1092  -1.9514  0.023
H  -0.2698  3.1429  -0.9531  -0.011
H  1.1162  -0.0285  1.4429  0.125
H  2.3278  -1.0339  0.0636  0.046
H  2.0669  -1.9141  -1.5022  0.091
H  1.6559  -2.6377  0.0805  0.106
H  -0.5424  -1.9321  -1.9116  0.082
H  -0.7489  1.3454  1.8008  0.100
H  -2.4463  -0.6861  2.1274  0.071
H  -0.8603  -0.5798  3.1155  0.104
H  -0.9964  -1.6825  1.7950  0.118

Force components x, y, z for each atom (eV/Å):
C 0.0 -1.4 1.1
S 0.5 -0.3 0.7
C 0.7 1.4 -0.6
C -0.6 -1.0 0.3
C 0.1 -1.4 0.7
C 0.7 1.7 1.5
N 0.1 -1.1 -0.9
P -1.6 1.8 2.0
C 1.6 1.2 -2.0
C -0.3 -4.6 2.2
H 0.7 0.2 -0.3
H -0.5 0.2 -0.4
H -0.4 1.0 -0.1
H -0.3 -0.1 -0.9
H 1.4 0.0 -0.1
H -0.1 0.3 0.2
H -0.2 0.7 -0.5
H -0.1 -1.9 -1.9
H -0.5 0.7 -0.2
H 0.3 0.0 0.6
H -1.0 0.6 -1.1
H -0.7 2.0 -0.2

Values from the calculation:
Strongest force on any atom = 5.10 eV/Å
Relative energy (zero: lowest compared OMol25 entry of this formula, charge and spin) = 12.2 kcal per mole
Spin multiplicity = 1
Highest occupied orbital energy = -8.11 eV
Orbital gap = 0.2875 Eh
Energy = -29065.2974 eV



[6]
Formula: C7H12O
Source: OMol25
Level of theory: wB97M-V/def2-TZVPD

Each line ends with the Löwdin charge.
Positions of all 20 atoms, in Å:
C  0.1626  0.1389  -2.2638  -0.092
C  -0.5410  1.3801  -1.7218  -0.261
C  -1.3385  1.1048  -0.4383  -0.277
C  1.1125  -1.9448  2.7232  0.095
C  1.0464  -1.0085  1.7186  -0.405
O  2.0680  -0.1694  1.4661  0.050
C  -0.1489  -0.7505  0.9037  -0.069
C  -0.4767  0.5907  0.5943  -0.151
H  1.2386  0.2238  -2.1793  0.076
H  -0.1302  -0.7223  -1.7899  0.033
H  0.0145  0.1929  -3.3214  0.066
H  -1.3354  1.7808  -2.4126  0.115
H  0.1700  2.2347  -1.5940  0.116
H  -1.7752  2.0850  -0.1986  0.109
H  -2.1632  0.4206  -0.8016  0.128
H  0.2977  -2.6188  2.7040  0.037
H  1.7928  -1.9638  3.5799  0.073
H  1.6287  0.5077  0.9537  0.065
H  -0.7164  -1.5761  0.5095  0.129
H  -0.9062  0.0943  1.5684  0.164

Force components x, y, z for each atom (eV/Å):
C 1.0 3.1 -1.1
C -0.2 1.1 -0.1
C -1.9 -0.3 -1.3
C -0.4 1.7 -1.4
C 1.0 -1.4 2.6
O 0.0 -0.4 0.5
C -1.0 1.2 -1.8
C 2.9 -0.5 0.3
H 0.3 0.0 0.4
H -1.0 -2.2 0.7
H -0.3 -0.9 -0.8
H 0.9 -0.6 0.3
H -0.5 -0.7 0.1
H -0.1 -0.5 0.4
H 0.4 0.4 0.5
H -0.7 -0.7 0.4
H 0.1 0.0 -0.9
H -0.1 1.3 -0.5
H -0.1 -0.8 -0.3
H -0.5 0.2 1.9

Values from the calculation:
Strongest force on any atom = 3.39 eV/Å
Relative energy (zero: lowest compared OMol25 entry of this formula, charge and spin) = 114.5 kcal per mole
Spin multiplicity = 1
Highest occupied orbital energy = -7.96 eV
Orbital gap = 0.2960 Eh
Energy = -9495.8519 eV